DFT (ωB97M-V/def2-TZVPD) results for C2N2S3 as an isolated structure.

The LUMO energy (spin up / spin down) is -0.11927 / -0.11927 Ha. For the HOMO energy (spin up / spin down), the calculation gives -10.2 / -10.2 eV.

```
7
Properties=species:S:1:pos:R:3:mulliken_charge:R:1
C 2.219 0.379 -0.169 0.44
C -1.935 -1.010 0.359 0.36
N 2.635 -0.282 -1.031 -0.37
N -1.744 -2.128 0.546 -0.31
S 1.412 1.175 0.995 -0.17
S -2.104 0.691 0.149 0.04
S -0.482 1.175 -0.848 0.01
```

DFT (ωB97M-V/def2-TZVPD) results for the molecule C2N2S3.

The LUMO energy (spin up / spin down) is -0.01680 / -0.10100 Ha. For the HOMO energy (spin up / spin down), the calculation gives -7.2 / -9.3 eV. As for the spin multiplicity: 3. As for the expectation value of S²: 2.03.

```
7
Properties=species:S:1:pos:R:3:mulliken_charge:R:1
C 1.300 -0.802 1.093 0.49
C -1.150 0.478 -0.674 0.28
N 1.201 0.127 0.321 -0.46
N 0.147 0.477 -0.507 0.29
S 1.278 -1.788 2.269 -0.30
S -2.584 0.986 -0.166 -0.27
S -0.193 0.522 -2.335 -0.03
```

DFT (ωB97M-V/def2-TZVPD) results for the molecule C2N6O2.

The LUMO energy is -0.06777 Ha. For the HOMO energy, the calculation gives -11.8 eV.

```
10
Properties=species:S:1:pos:R:3:mulliken_charge:R:1
N -1.460 1.958 -1.252 -0.37
C -0.782 1.052 -1.068 0.38
C -0.321 -0.252 -0.521 0.48
N -0.856 -1.351 -1.004 -0.34
N -0.347 -2.330 -0.367 -0.12
N 0.489 -1.999 0.494 -0.33
N 0.495 -0.563 0.535 0.23
N 0.830 0.856 1.000 1.00
O 0.822 1.107 2.142 -0.46
O 1.129 1.523 0.041 -0.45
```

DFT (ωB97M-V/def2-TZVPD) results for a 2-piece molecular cluster, C2NO2 overall.

The LUMO energy (spin up / spin down) is -0.39130 / -0.39128 Ha. For the HOMO energy (spin up / spin down), the calculation gives -19.8 / -19.8 eV. As for the net charge: +1.

```
5
Properties=species:S:1:pos:R:3:mulliken_charge:R:1
C -1.516 -0.026 0.014 0.20
C 0.724 -0.006 0.008 0.64
N -2.630 0.024 -0.015 0.11
O 1.721 -0.756 -0.008 0.03
O 1.702 0.765 0.001 0.02
```

DFT (ωB97M-V/def2-TZVPD) results for an isolated ion of composition C2NO5S and charge -1.

The LUMO energy is 0.13739 Ha. For the HOMO energy, the calculation gives -5.5 eV. As for the net charge: -1.

```
9
Properties=species:S:1:pos:R:3:mulliken_charge:R:1
O -1.792 -1.247 -1.362 -0.55
C -1.354 -0.514 -0.534 0.33
C -1.509 0.509 0.563 0.44
O -2.125 1.255 1.274 -0.58
N -0.329 0.127 0.065 -0.01
S 1.536 -0.006 -0.001 1.23
O 1.918 1.063 0.885 -0.62
O 1.805 -1.340 0.481 -0.63
O 1.850 0.152 -1.371 -0.61
```

DFT (ωB97M-V/def2-TZVPD) results for a 2-piece molecular cluster, C2NOS overall.

The LUMO energy is 0.12198 Ha. For the HOMO energy, the calculation gives -4.2 eV. As for the net charge: -1.

```
5
Properties=species:S:1:pos:R:3:mulliken_charge:R:1
C 2.532 0.719 0.092 -0.67
C -1.244 -0.536 0.066 0.66
N 1.377 0.558 -0.178 -0.28
O -1.059 -1.678 0.071 -0.35
S -1.607 0.938 -0.051 -0.36
```

DFT (ωB97M-V/def2-TZVPD) results for a 2-piece molecular cluster, C2O3S overall.

The LUMO energy is 0.01181 Ha. For the HOMO energy, the calculation gives -10.5 eV.

```
6
Properties=species:S:1:pos:R:3:mulliken_charge:R:1
O 0.535 3.170 -0.099 -0.38
C 0.264 2.077 -0.413 0.79
O -0.089 0.999 -0.668 -0.39
O -0.621 -3.069 -0.322 -0.35
C -0.260 -2.223 0.390 0.69
S 0.171 -0.954 1.111 -0.35
```

Asked for energy above the lowest of the compared OMol25 structures with the same formula, charge and spin across the records above, the calculation gives 53.51, 301.86, 348.28, 375.39, 175.89, 53.74, 34.23 kJ/mol in order.